Entry from the Open Molecules 2025 dataset: a cluster of 2 separate species, C4H12O2 in total in a non-equilibrium geometry (ωB97M-V with the def2-TZVPD basis set).

```
18
Properties=species:S:1:pos:R:3:forces:R:3:lowdin_charge:R:1
C -1.8672 0.1047 -0.0360 0.37 0.37 0.86 -0.251
O -2.8818 0.5726 0.8208 -1.47 -0.57 0.29 -0.091
C -0.4915 0.7039 0.4981 -0.73 -0.21 -2.94 -0.161
C 0.6141 0.8955 -0.6503 1.23 -1.39 3.80 -0.204
C 2.0459 0.7549 0.0802 1.03 1.52 -3.58 -0.122
H -1.8961 -0.9887 0.0447 0.56 0.05 0.18 0.101
H -2.2713 0.2541 -1.0489 1.09 0.70 -0.14 0.114
H -2.5938 1.2800 1.3780 0.44 0.53 0.24 0.056
H -0.3023 0.1540 1.4165 0.98 -0.71 -0.41 0.107
H -0.5994 1.6818 0.9110 -0.81 1.12 0.01 0.081
H 0.5004 1.7813 -1.2808 -0.04 0.03 0.59 0.103
H 0.6093 0.0476 -1.2645 -0.43 -1.21 -1.21 0.057
H 2.1900 1.5703 0.7906 0.04 -0.38 0.30 0.049
H 2.8621 0.9594 -0.7772 -1.55 -0.36 1.85 0.098
H 2.3213 -0.2465 0.4479 -0.70 0.48 0.15 0.056
H 0.3578 -3.2461 0.3197 0.89 -0.36 2.58 -0.007
H 1.1125 -3.1400 -1.0640 0.55 -0.10 0.45 0.034
O 0.2900 -3.1389 -0.5856 -1.43 0.50 -3.03 -0.018
```
Positions in Å, forces in eV/Å.

The lowest unoccupied orbital energy is 0.0278 hartree. As for the structure (SMILES): CCCCO.O. The HOMO energy comes out at -9.85 eV. Its net charge is 0.